(1)
Computed, not measured: 14 unconnected molecules or ions with the total composition C6H40N2O13 in a non-equilibrium geometry, with ωB97M-V/def2-TZVPD.

```
61
Properties=species:S:1:pos:R:3
H 2.86 -2.87 0.03
H -0.92 -5.19 -0.01
O 3.86 2.86 1.28
H 0.85 -0.47 -0.51
H -3.09 -2.83 0.99
O 3.38 0.00 -0.07
H 1.37 -2.48 -0.51
H 0.53 -4.74 0.26
C -0.89 -2.02 -1.92
H -1.27 -3.92 1.70
H -0.68 -2.41 0.09
H -1.43 -2.95 -2.02
H 4.01 -0.44 -0.65
H -1.59 4.03 1.65
H 0.22 0.47 -4.53
H -2.63 -1.80 0.00
H 3.93 2.30 0.51
H -4.85 0.53 0.96
H 0.03 2.73 -3.42
H 2.59 -0.49 0.20
H -0.62 -0.93 1.88
C 1.06 0.40 4.24
O -0.11 -0.43 -4.32
H -0.75 0.41 -0.83
O 1.23 4.25 -0.59
C -0.25 -0.36 -0.26
C 1.25 0.09 2.97
H 1.14 1.76 -3.00
O -1.74 -3.64 2.50
H 3.75 2.45 2.14
H -3.68 -0.52 0.84
H 1.23 1.38 1.21
O -0.39 -4.48 0.38
N 0.60 -2.43 -2.19
O -2.58 2.14 -0.41
O 1.82 1.86 -1.51
N -0.83 -1.65 -0.52
H -1.21 -1.31 -2.67
H 0.56 4.05 0.08
H -0.96 -0.41 -4.76
C -0.50 -0.07 1.25
H -1.99 3.56 0.35
H -1.83 1.78 -0.88
H 0.03 1.80 2.27
H 1.73 2.77 -1.12
O 0.55 1.99 -3.75
H 0.55 1.27 4.58
C 0.52 0.90 1.91
O -1.49 4.32 0.73
O 2.05 -2.39 0.25
O -3.46 -2.12 0.44
H 1.30 -0.24 5.07
O -3.91 0.40 1.15
H -3.10 1.45 0.06
H 1.78 -0.74 2.52
H -1.09 -3.17 3.04
H 0.65 -3.21 -2.82
H 2.30 1.29 -0.89
H 1.82 4.90 -0.18
H -1.47 0.41 1.41
H 1.11 -1.59 -2.41
```

Its gap between HOMO and LUMO is 8.928 eV. For the HOMO energy, the calculation gives -9.143 eV. Its spin multiplicity is 1. Its electronic energy is -36468.3753 eV. The value obtained for the energy relative to the best compared isomer or geometry (same formula, charge and spin) is 49.35 kcal per mole.

These are the Löwdin partial charges, in e, on atoms 1 to 4: 0.052 0.089 -0.056 0.090

=====

(2)
Computed, not measured: 12 unconnected molecules or ions with the total composition C29H79N4O13 in a non-equilibrium geometry, with ωB97M-V/def2-TZVPD.

```
125
Properties=species:S:1:pos:R:3
H -0.09 -2.92 -3.85
H 1.90 -2.93 4.99
N -0.52 2.04 3.07
H 4.69 1.10 0.46
H 2.21 -0.68 -3.00
H -1.28 -1.57 5.75
H -2.26 0.22 4.29
C -3.28 1.52 -3.59
H -1.64 -1.82 -7.24
H -3.68 0.79 -0.91
H 3.08 0.02 -1.66
H 2.68 -2.94 3.51
H -1.68 -3.37 -6.29
C -0.30 0.18 0.49
N -0.55 3.09 5.02
H 0.83 -3.25 -1.71
H -0.37 -5.12 3.75
H -1.11 2.90 0.49
H -0.43 3.00 2.66
H -2.79 -2.54 5.69
H 1.57 3.28 -3.46
H 3.23 3.21 -2.82
H 3.08 -1.84 -1.85
H -4.88 0.69 1.12
H -4.97 -0.91 -2.25
H -2.72 -0.80 -5.38
O 0.23 0.88 5.04
H -0.07 -1.31 -3.28
H -0.11 -1.21 -1.11
H 2.39 -0.38 3.20
H 1.25 -1.30 -0.02
H -0.66 2.93 6.06
O 0.48 -3.06 2.34
C 1.27 -3.86 -0.89
O 0.42 -4.44 0.05
H -0.95 4.00 4.60
O -0.27 -0.18 1.67
H -0.95 -0.45 -5.49
C -1.17 -2.43 -6.46
H 1.94 2.57 0.82
H -2.59 3.98 2.16
H -4.40 0.02 5.33
N -0.70 3.84 0.59
C 2.19 2.82 -2.69
N -2.35 4.86 1.63
C 0.52 -0.62 -0.47
C 2.48 2.53 -0.12
H -2.13 -0.47 -0.20
H 4.42 0.59 3.75
C -2.36 -1.51 5.64
H -4.32 -0.95 1.48
H 3.98 -0.92 -5.01
H -3.12 0.33 1.28
C -4.27 -0.56 4.37
H -1.61 -3.78 3.70
H 1.98 -4.40 4.21
C -0.04 -1.88 -4.19
H 5.76 -0.61 -1.64
H 1.03 -1.73 -4.54
C -1.11 -1.48 -5.25
H -3.04 5.61 1.89
H -4.55 0.16 3.59
C 4.41 -0.17 -4.35
H -2.80 -0.95 6.50
H 2.34 0.42 1.60
H 3.70 0.68 -4.30
H -3.57 0.50 -3.87
O 4.92 0.47 2.91
H -0.17 -2.45 2.05
C 4.46 -0.83 -2.96
H -5.94 0.14 -1.20
H -1.60 1.87 -1.14
C 1.58 3.15 -1.26
O -2.91 -0.94 -0.61
H 2.06 4.83 -1.47
H -0.18 -2.73 -6.83
C 4.35 -0.34 2.16
O -1.12 1.03 0.12
H -0.79 3.21 -3.88
H -3.39 2.07 -4.52
H 2.11 1.75 -2.75
H 2.78 1.52 -0.38
O -2.35 -1.35 3.25
C -1.22 4.96 0.96
O 5.30 -0.12 -2.36
H -1.86 -0.70 2.76
H 4.87 -1.87 -2.94
O -0.63 6.14 0.62
O 1.44 4.34 -0.95
H 2.06 -3.24 -0.36
C 4.84 0.09 0.77
H -1.65 0.51 -2.72
H -1.11 1.87 -4.97
O -1.80 2.31 -2.00
H -4.02 1.82 -2.86
H 4.42 -0.43 -0.01
H 5.90 -0.15 0.47
C -0.64 -4.11 4.04
C 1.85 -3.34 4.06
H 5.37 0.24 -4.77
C 3.10 -0.83 -2.35
C -5.24 -0.64 -1.23
H 0.43 -3.87 0.89
H 0.63 2.74 -1.42
C 0.46 -3.12 3.58
H 4.77 -1.32 2.35
H 2.66 -1.28 1.66
C -2.74 -0.77 4.32
H 0.12 1.75 -3.75
H 1.92 -4.60 -1.26
C -4.08 -0.10 0.98
C 2.86 -0.35 2.16
H -5.82 -1.41 -0.74
H -0.66 -4.05 5.11
C -0.28 1.94 4.36
C -0.81 2.14 -3.94
H 3.44 3.12 0.03
H 0.98 0.08 -1.09
H -0.41 1.20 2.37
C -3.96 -0.23 -0.54
H 0.13 -2.10 3.90
C -1.85 1.56 -2.98
H -4.78 -1.55 4.32
H 0.05 3.94 -0.06
O -2.21 -1.33 -4.77
```

Its gap between HOMO and LUMO is 8.828 eV. For the HOMO energy, the calculation gives -6.506 eV. As for the charge: -1. Its spin multiplicity is 1. Its electronic energy is -63924.6184 eV. The value obtained for the energy relative to the best compared isomer or geometry (same formula, charge and spin) is 0.00 kcal per mole.

These are the Löwdin partial charges, in e, on atoms 1 to 4: 0.075 0.047 0.148 0.066

=====

HOMO energy of number 1 (C6H40N2O13)?
-9.143 eV

=====

What is the HOMO energy in the second record?
-6.506 eV

=====

What is the energy relative to the best compared isomer or geometry (same formula, charge and spin) in the first record?
49.35 kcal per mole